A cluster of 2 separate species, C36H41Br2N5O4S in total. Source: OMol25; level of theory: ωB97M-V/def2-TZVPD.

The calculation puts the highest occupied orbital energy at -0.417 Ha. As for the spin multiplicity: 1. The value obtained for the LUMO energy is -7.56 eV. Its calculated total energy is -7515.92899 a.u. The total charge is +2.

Positions of all 89 atoms, in Å:
C  5.03260  3.06008  1.25845
C  3.68438  3.92307  1.73445
C  2.54824  2.91665  2.43632
C  1.45712  2.39423  1.29848
C  1.74790  1.01648  0.48388
N  0.87441  0.40321  -0.57436
C  -0.31055  1.29884  -0.80184
C  -1.38456  0.81925  -1.98612
C  -1.05294  -0.61493  -2.77907
C  -1.71989  -1.80127  -1.82361
O  -2.96183  -1.51731  -1.34123
Br  -0.77789  -3.52720  -1.34491
C  -2.73281  1.66629  -2.41153
C  -3.64436  1.06145  -3.63574
C  -3.37934  1.38369  -5.25667
C  -4.39348  0.64146  -6.29178
N  -5.51569  -0.31213  -6.06291
C  -5.81681  -0.63512  -4.63936
C  -4.92388  0.01802  -3.44809
C  -3.06499  3.06075  -1.57206
C  -4.45214  3.87784  -1.97430
C  -5.59131  3.83603  -0.75042
C  -6.35529  2.37290  -0.64489
S  -5.91610  1.45021  0.96970
O  -5.87148  2.38159  2.20659
O  -4.59037  0.69169  0.70409
O  -7.09439  0.22566  1.32690
C  -2.01283  3.55722  -0.38013
C  -2.34697  4.95766  0.47109
C  -2.50592  6.27571  -0.54519
C  -3.97088  7.02774  -0.37362
Br  -1.01482  7.58678  -0.08100
C  -0.64366  2.67972  -0.01002
N  0.23350  3.23633  1.07561
H  5.32200  2.26731  2.10111
H  4.81904  2.47098  0.25375
H  5.95160  3.77800  1.00445
H  4.04247  4.77436  2.46930
H  3.25467  4.46590  0.77169
H  1.96888  3.54672  3.26091
H  3.07050  2.01840  2.98613
H  2.75389  0.43435  0.75046
H  -1.43947  -0.62832  -3.88328
H  0.11366  -0.79305  -2.82737
H  -2.50684  2.10670  -5.60565
H  -4.19784  0.91235  -7.44026
H  -6.69760  -1.40077  -4.40969
H  -5.19745  -0.29975  -2.33534
H  -5.00916  3.38216  -2.90673
H  -4.22930  4.99652  -2.32670
H  -6.35469  4.70008  -0.98109
H  -5.13554  4.04751  0.30629
H  -7.51007  2.60926  -0.55764
H  -6.14203  1.65446  -1.54559
H  -6.95305  -0.13277  2.25181
H  -1.46153  5.25505  1.20449
H  -3.29685  4.82769  1.17932
H  -2.30788  5.86309  -1.62680
H  -3.79678  7.99731  0.25824
H  -4.36682  7.22650  -1.46574
H  -4.74467  6.34006  0.20418
C  8.81471  -7.87066  1.23417
N  7.53985  -7.15244  1.43389
C  6.95103  -7.17970  2.65072
C  5.76640  -6.47600  2.88313
C  5.17708  -5.72746  1.85967
C  5.80568  -5.74468  0.60829
C  6.98436  -6.46369  0.41513
C  3.95972  -4.92517  2.07737
C  3.96353  -3.54496  1.84184
C  2.79963  -2.79424  1.99938
N  1.64772  -3.38811  2.37820
C  1.61016  -4.71473  2.63933
C  2.75644  -5.50030  2.49768
C  0.40865  -2.59479  2.49455
H  8.65635  -8.91981  1.49634
H  9.55927  -7.40786  1.88798
H  9.13023  -7.78862  0.19169
H  7.44085  -7.75574  3.43208
H  5.32830  -6.50401  3.88020
H  5.38371  -5.19857  -0.23436
H  7.48836  -6.48323  -0.54776
H  4.87542  -3.03488  1.53370
H  2.78359  -1.72246  1.81534
H  0.65662  -5.13646  2.94675
H  2.68587  -6.56860  2.69642
H  0.02577  -2.71245  3.51094
H  -0.30024  -2.98169  1.75700
H  0.61888  -1.54127  2.29331

Mulliken atomic charge list, values in e, 4 entries:
1. C -0.8245
2. C -0.3893
3. C -0.6988
4. C 0.2500



A structure of composition C36H41ClN2O10. Source: OMol25; level of theory: ωB97M-V/def2-TZVPD.

For the energy relative to the best compared isomer or geometry (same formula, charge and spin), the calculation gives 63.6 kcal per mole. The calculation puts the highest occupied orbital energy at -0.268 Ha. As for the spin multiplicity: 1. The value obtained for the LUMO energy is -0.64 eV. Its calculated total energy is -2718.02834 a.u.

Positions of all 90 atoms, in Å:
C  11.74239  -23.11898  -53.01103
C  10.56491  -22.30747  -52.29447
N  10.16350  -23.05044  -51.17573
C  10.48762  -22.76874  -49.85763
C  9.86846  -23.73298  -49.08405
N  9.11506  -24.62204  -49.92503
C  9.38802  -24.16083  -51.21515
C  8.48051  -25.79740  -49.64173
H  11.25507  -23.84745  -53.43279
H  12.61586  -23.38713  -52.33435
H  12.27384  -22.68574  -53.88755
H  9.67596  -22.26304  -53.08688
H  11.07938  -21.23252  -51.67390
H  11.00379  -22.08741  -49.54687
H  9.79174  -23.86593  -47.99048
H  9.04731  -24.66646  -51.92189
H  8.94566  -26.58587  -49.02005
H  8.51071  -26.23467  -50.53843
H  7.32659  -25.96976  -49.55708
Cl  10.15028  -26.41229  -53.92172
C  7.98177  -30.56616  -51.53680
C  7.84958  -29.35796  -52.31730
C  7.16916  -28.20193  -51.83459
C  6.53293  -28.35391  -50.63633
C  6.61138  -29.47771  -49.89630
C  7.25092  -30.56413  -50.31931
O  7.20400  -31.71432  -49.67253
O  7.14512  -27.04636  -52.56110
H  8.57120  -31.24875  -52.02079
H  8.38578  -29.22356  -53.32468
H  5.82019  -27.70557  -50.18332
H  6.15374  -29.44583  -49.01794
H  7.44685  -32.55996  -49.87825
H  7.97529  -27.20759  -53.21496
C  10.82354  -29.16799  -49.15009
C  10.94873  -28.18214  -50.36522
C  12.03137  -27.23129  -50.27238
C  12.98370  -27.38381  -49.18425
C  12.75275  -28.31878  -48.16902
C  11.60762  -29.07377  -48.05401
O  11.54929  -29.98207  -47.04252
O  12.14653  -26.39080  -51.24391
H  10.26080  -30.03434  -48.95287
H  10.22843  -27.98680  -51.11446
H  13.66106  -26.63400  -48.94670
H  13.51451  -28.31091  -47.27325
H  12.27785  -29.91287  -46.16216
H  11.27834  -26.33176  -51.67387
C  10.79235  -21.80747  -57.57106
C  10.23614  -22.97641  -56.77721
C  9.08048  -23.70940  -57.15545
C  8.66215  -23.47705  -58.47758
C  9.08599  -22.44347  -59.25191
C  10.24731  -21.65132  -58.83663
O  10.81818  -20.81128  -59.68693
O  8.54370  -24.61688  -56.39627
H  11.60796  -21.26359  -57.06510
H  10.62276  -23.22479  -55.83615
H  7.79616  -24.10614  -58.67272
H  8.73736  -22.33915  -60.29983
H  10.10658  -20.76113  -60.25784
H  9.17211  -25.19274  -55.92675
C  13.49605  -24.61922  -56.11404
C  14.51669  -23.63648  -56.71344
C  15.11006  -23.93523  -57.96379
C  14.63228  -24.97111  -58.61301
C  13.73751  -25.96250  -57.99791
C  13.20664  -25.80888  -56.77654
O  12.27539  -26.55015  -56.33400
O  16.06063  -23.00845  -58.43948
H  13.09390  -24.30640  -55.23598
H  14.93909  -22.76560  -56.26184
H  15.04168  -25.37261  -59.49280
H  13.36231  -26.57791  -58.62802
H  11.83936  -26.32499  -55.58037
H  16.43243  -23.10652  -59.32174
C  11.80666  -31.43570  -51.86040
C  11.79249  -30.20392  -52.76933
C  13.13379  -29.52186  -53.03942
C  14.35659  -30.22279  -52.72750
C  14.29175  -31.35278  -51.94205
C  13.03508  -32.04159  -51.59532
O  13.13472  -33.28408  -50.93436
O  13.06874  -28.31095  -53.65959
H  10.96632  -31.86952  -51.48808
H  10.87207  -29.65528  -53.00945
H  15.34524  -29.73792  -52.64349
H  15.36254  -31.72906  -51.51157
H  13.96710  -33.53327  -50.98710
H  12.16459  -28.09963  -53.86609

Mulliken atomic charge list, values in e, 4 entries:
1. C -0.6537
2. C -0.2964
3. N 0.3638
4. C -0.6725



Values for F_max, Eh/bohr, ordered as above
0.1935; 0.2360
Values for gap between HOMO and LUMO, eV, ordered as above
3.795; 6.648
Values for molar mass, g mol⁻¹, ordered as above
799.63; 697.18